# 1
This record from the Open Molecules 2025 dataset describes C6H8O6V as an isolated structure at a distorted geometry. The level of theory is wB97M-V/def2-TZVPD.

XYZ file:
```
21
Properties=species:S:1:pos:R:3:forces:R:3
V 5.527 1.570 0.402 4.9 2.6 0.2
O -3.045 1.723 -2.089 0.5 -0.5 0.9
O 3.883 1.023 1.008 -2.3 -0.8 1.2
O 2.718 -0.277 -0.422 0.1 -0.1 -0.3
O 4.719 0.519 -0.953 -0.3 -0.6 -0.4
O -2.465 0.483 0.180 2.5 -0.3 -0.6
O -4.596 1.203 0.061 3.7 -0.1 -2.6
C -2.092 -0.975 0.111 -0.5 0.1 -0.4
C 1.673 -0.311 0.503 0.0 0.0 0.5
C -3.486 0.980 -0.287 -6.0 0.6 2.7
C 3.807 0.420 -0.096 -2.0 -0.9 -1.1
C 0.427 -0.721 -0.080 -0.1 0.0 -0.2
C -0.718 -1.094 0.724 0.2 0.0 0.2
H -0.517 -2.198 0.797 0.0 0.0 0.0
H 0.353 -0.752 -1.176 0.1 0.0 0.1
H -3.859 2.058 -2.512 -0.6 0.3 -0.3
H -0.665 -0.743 1.764 0.0 -0.1 -0.1
H 1.399 0.712 0.877 0.0 -0.1 0.0
H 1.916 -0.863 1.429 0.0 0.1 -0.1
H -2.140 -1.250 -0.948 0.0 -0.1 0.2
H -2.839 -1.507 0.707 0.1 0.1 -0.1
```
Forces are in eV/Å.

Computed properties:
calculated total energy = -1627.50140 Eh
multiplicity = 5
net charge = +3

These are the natural (NBO) partial charges, in e, on atoms 1 to 8: number 1, V, carries 1.560; number 2, O, carries -0.254; number 3, O, carries -0.695; number 4, O, carries -0.439; number 5, O, carries -0.622; number 6, O, carries -0.466; number 7, O, carries -0.277; number 8, C, carries -0.043

# 2
This record from the Open Molecules 2025 dataset describes one molecule with the formula C6H8OS at a distorted geometry. The level of theory is wB97M-V/def2-TZVPD.

XYZ file:
```
16
Properties=species:S:1:pos:R:3:forces:R:3
S -0.542 -0.454 1.705 0.3 -0.8 -1.1
O 3.081 0.407 0.367 0.9 1.0 -0.5
C 0.990 -0.542 -0.569 -0.4 1.0 0.5
C 1.087 -0.722 0.919 -0.6 0.7 0.7
C -1.254 -0.239 0.082 -2.0 0.8 0.2
C -0.419 -0.248 -0.953 1.4 0.0 1.6
C 1.711 0.493 0.321 -1.6 -0.6 -0.2
C -2.730 0.187 -0.029 0.5 0.0 -1.4
H -3.490 -0.560 0.232 0.6 -0.3 0.0
H -2.960 1.020 0.651 0.2 0.1 -0.6
H 1.582 -1.055 -1.278 0.7 -0.7 -0.3
H 3.420 1.056 -0.271 0.1 -0.4 0.3
H -2.873 0.413 -1.149 -0.1 0.1 1.9
H 1.192 1.465 0.462 0.6 -0.6 0.0
H 1.742 -1.412 1.415 0.2 -0.3 0.0
H -0.537 0.191 -1.905 -0.9 -0.1 -1.0
```
Forces are in eV/Å.

Computed properties:
calculated total energy = -706.78430 Eh
ΔE to the lowest compared entry with this formula, charge and spin = 1.6834 eV

These are the natural (NBO) partial charges, in e, on atoms 1 to 8: number 1, S, carries 0.250; number 2, O, carries -0.692; number 3, C, carries -0.280; number 4, C, carries -0.356; number 5, C, carries -0.113; number 6, C, carries -0.261; number 7, C, carries 0.077; number 8, C, carries -0.646

Number 2 is which compound? C6H8OS